No. 1
{"formula": "C3H6N4O", "method": "wB97M-V/def2-TZVPD", "species": ["C", "C", "C", "H", "H", "H", "H", "H", "H", "N", "N", "N", "N", "O"], "coordinates": [[0.761851, 0.024393, 0.450179], [-1.342633, 0.862504, 0.877203], [-1.133121, 0.441382, -0.618652], [0.870901, -1.547079, -1.322511], [3.096334, -0.937970, -1.455716], [1.753711, -1.712455, 1.482384], [-2.945517, 2.032156, 0.824502], [-1.566765, -0.572034, -0.873486], [-1.450916, 1.317710, -1.267922], [2.141296, -1.510602, -0.700147], [1.922264, -0.352987, 0.443411], [-0.145665, 0.302116, 1.516694], [-2.255659, 1.515857, 1.488797], [0.293919, 0.137008, -0.844734]], "forces_ev_per_angstrom": [[-11.4781, 3.2186, 2.0512], [2.2812, -1.1780, -0.1487], [-0.8422, 0.6839, -1.0102], [5.1885, 0.6503, 1.8579], [-4.3077, -2.0555, 2.5061], [0.6744, 4.0176, -1.9798], [1.4437, -1.6615, 1.2169], [-0.4554, 1.5384, 0.3351], [0.3768, -1.4785, 0.3262], [-0.0010, 3.2506, -2.7717], [8.0756, -9.5298, 1.6790], [1.7450, 0.0091, -3.7283], [-0.1886, 0.6304, -1.9514], [-2.5121, 1.9043, 1.6176]], "homo_lumo_gap_ev": 7.1, "e_homo_ev": -8.92, "mol_weight_g_mol": 114.108, "largest_force_ha_per_bohr": 0.2451, "e_tot_ev": -11205.9644, "de_lowest_ev": 10.812}

No. 2
{"formula": "C51H58F4N3O2", "method": "wB97M-V/def2-TZVPD", "species": ["F", "C", "C", "C", "F", "C", "C", "C", "C", "C", "C", "F", "C", "C", "F", "C", "C", "H", "H", "H", "H", "H", "H", "H", "C", "C", "C", "C", "C", "C", "C", "C", "C", "C", "C", "C", "C", "C", "N", "C", "C", "N", "C", "C", "C", "C", "C", "C", "C", "C", "C", "C", "C", "C", "C", "C", "C", "C", "C", "C", "C", "C", "N", "O", "O", "C", "C", "H", "H", "H", "H", "H", "H", "H", "H", "H", "H", "H", "H", "H", "H", "H", "H", "H", "H", "H", "H", "H", "H", "H", "H", "H", "H", "H", "H", "H", "H", "H", "H", "H", "H", "H", "H", "H", "H", "H", "H", "H", "H", "H", "H", "H", "H", "H", "H", "H", "H", "H"], "coordinates": [[-2.500888, 3.469187, 3.202693], [-2.277124, 2.117209, 3.348377], [-3.317694, 1.340829, 3.855265], [-3.072785, -0.026532, 3.966309], [-4.102965, -0.828459, 4.415358], [-1.859883, -0.604834, 3.629171], [-0.778399, 0.211437, 3.173430], [0.514179, -0.365470, 2.958376], [1.735119, 0.273341, 3.320671], [2.979583, -0.406141, 3.098467], [4.177749, 0.145547, 3.521697], [5.356354, -0.541750, 3.304059], [4.266860, 1.378790, 4.168114], [3.062102, 2.047188, 4.374938], [3.118636, 3.294011, 4.962924], [1.825379, 1.541568, 3.994150], [-1.046901, 1.594877, 2.979433], [-4.269055, 1.782282, 4.134694], [-1.695921, -1.670157, 3.769924], [0.562362, -1.426994, 2.696829], [2.969737, -1.370070, 2.598552], [5.218260, 1.806824, 4.471939], [0.934393, 2.118092, 4.219692], [-0.287699, 2.240222, 2.547522], [-2.850904, -2.691370, 0.270152], [-3.118035, -4.019464, 0.960469], [-3.380052, -3.689186, 2.437147], [-4.394879, -4.647680, 0.420498], [-1.910623, -5.006002, 0.789344], [-1.048850, -5.099604, 1.887109], [-0.347631, -6.272221, 2.132773], [-0.370243, -7.265297, 1.165904], [-0.810265, -7.000878, -0.134938], [-0.293057, -8.039298, -1.187768], [-0.034499, -7.421596, -2.552378], [-1.272864, -9.216783, -1.254670], [1.077516, -8.625583, -0.784908], [-1.633408, -5.846282, -0.339419], [-2.117698, -5.494647, -1.659596], [-3.070460, -6.304131, -2.416687], [-3.001413, -5.740877, -3.808510], [-2.332860, -4.446454, -3.652036], [-2.378942, -3.483449, -4.742314], [-3.583604, -2.767046, -4.997885], [-4.905129, -2.770578, -4.164306], [-5.555159, -1.372396, -4.149356], [-4.709338, -3.101104, -2.698741], [-5.904041, -3.744973, -4.805555], [-3.674384, -1.982452, -6.151587], [-2.545363, -1.615598, -6.855549], [-1.343642, -2.233564, -6.549859], [-1.295667, -3.317944, -5.666267], [-0.139867, -4.338832, -5.945324], [1.059079, -3.705163, -6.666402], [-0.698297, -5.453170, -6.834047], [0.421424, -4.914616, -4.664496], [-1.746589, -4.381104, -2.392733], [-0.795212, -3.484653, -1.903261], [-0.345875, -2.308604, -2.598376], [-1.250221, -1.329870, -3.111035], [-0.801591, -0.397197, -4.016078], [0.562356, -0.416688, -4.400757], [0.930775, 0.144930, -5.656296], [2.111365, -0.021055, -6.054282], [0.057805, 0.740087, -6.336724], [1.511961, -1.200891, -3.708600], [1.056440, -2.081519, -2.752262], [-2.686852, -2.874922, -0.792065], [-3.700287, -2.000500, 0.378324], [-1.949090, -2.210868, 0.665631], [-3.567984, -4.593463, 3.026947], [-2.543934, -3.145985, 2.886444], [-4.255895, -3.030046, 2.520611], [-4.586845, -5.601682, 0.925442], [-5.250066, -3.978104, 0.583803], [-4.313102, -4.842054, -0.647065], [-0.982437, -4.286371, 2.612559], [0.165403, -6.419581, 3.081949], [0.051886, -8.237652, 1.420226], [0.545702, -6.498783, -2.438149], [0.563703, -8.103028, -3.177349], [-0.957602, -7.226193, -3.099001], [-1.281721, -9.747337, -0.294479], [-2.300224, -8.900030, -1.457855], [-0.970658, -9.927328, -2.036388], [1.038667, -9.247711, 0.115805], [1.457330, -9.270417, -1.592151], [1.808298, -7.823264, -0.632035], [-2.843665, -7.374500, -2.382493], [-4.082434, -6.191898, -2.000380], [-2.402487, -6.384934, -4.474296], [-3.988628, -5.611572, -4.264702], [-5.957804, -1.074251, -5.121906], [-6.390241, -1.366618, -3.434496], [-4.831480, -0.617371, -3.817449], [-4.325785, -4.111051, -2.570536], [-4.028861, -2.384030, -2.226150], [-5.674304, -3.043563, -2.168731], [-5.538443, -4.777379, -4.805009], [-6.854417, -3.726449, -4.254797], [-6.098040, -3.460318, -5.845647], [-4.641474, -1.588720, -6.474912], [-2.587527, -0.871834, -7.648164], [-0.451489, -1.888136, -7.072797], [1.451431, -2.850735, -6.100762], [1.870297, -4.441677, -6.744324], [0.810117, -3.377397, -7.681224], [-1.560667, -5.939771, -6.366368], [-1.030435, -5.035994, -7.791826], [0.068686, -6.213683, -7.028266], [-0.355901, -5.436525, -4.114011], [1.240034, -5.620038, -4.878430], [0.804147, -4.114795, -4.021512], [-0.309095, -3.766120, -0.973397], [-2.292533, -1.343435, -2.787345], [-1.468449, 0.292003, -4.526833], [2.558619, -1.125823, -3.992521], [1.755712, -2.686294, -2.170760]], "forces_ev_per_angstrom": [[0.3769, -1.8125, 0.1225], [-0.1130, 1.1705, -0.2837], [0.4871, -0.2464, -0.1363], [-0.9776, -0.7459, 0.3663], [1.5560, 1.0651, -0.5769], [0.5422, -0.1139, -0.1450], [-1.2107, 0.3488, -0.1996], [0.1073, 0.4866, 1.2252], [1.1361, 0.4431, 0.0599], [-0.2932, -0.1353, -0.0003], [1.1608, -0.7662, -0.2589], [-1.8019, 0.9181, 0.2514], [-0.5133, -0.2687, -0.3210], [-0.3548, 1.2316, 0.3070], [-0.1897, -1.8024, -0.7245], [0.0244, -0.0395, -0.0919], [0.1760, 0.0874, 0.3069], [0.1140, -0.0952, -0.0643], [-0.1951, 0.2511, 0.0121], [0.0150, 0.2720, -0.0535], [0.1690, 0.0989, 0.0545], [-0.1564, -0.1214, -0.0092], [0.2838, -0.1063, 0.1525], [-0.2970, -0.0057, -0.0114], [-0.2071, 0.2009, -0.5356], [0.5329, 0.2947, -0.0585], [-0.0502, -0.1744, 0.2122], [-0.1070, -0.3179, -0.1519], [-0.0137, 0.4833, -0.0788], [-0.1398, -0.3375, 0.1646], [-0.1316, 0.0237, -0.2509], [0.2498, 0.0850, 0.4606], [0.0268, 0.0383, -0.2593], [-0.1207, -0.0971, 0.1882], [-0.0906, 0.0722, -0.3693], [-0.1586, -0.1715, -0.0329], [0.2091, -0.0835, 0.1962], [0.3254, -0.1591, 0.0938], [-0.3735, -0.4969, 0.2881], [-0.5268, -0.3891, 0.7747], [0.2035, 0.1317, -0.9483], [-0.1912, 0.0418, 0.3530], [0.0173, 0.0790, -0.6137], [-0.3874, -0.1388, 0.2092], [0.0921, -0.0149, -0.1810], [-0.0456, 0.2026, -0.0651], [-0.1309, -0.3610, 0.3570], [-0.1094, -0.0665, -0.0112], [-0.0210, 0.3237, -0.0657], [0.1438, -0.0212, 0.1356], [-0.1436, -0.0939, -0.1775], [0.3069, -0.2928, -0.0898], [0.1986, 0.5460, 0.5571], [-0.0197, 0.2095, -0.1752], [-0.2819, 0.0331, -0.1014], [0.1093, -0.3863, 0.4102], [1.6030, 1.1748, 0.1550], [-1.0689, -1.0372, -0.5184], [0.3883, 0.9716, 0.1587], [0.6088, -0.4670, 0.4589], [0.8943, 0.1550, -0.6558], [-0.6704, -0.9961, 0.8394], [0.8313, 1.3698, -2.2645], [-2.1879, 0.3565, 0.6976], [1.6342, -1.0804, 1.3417], [-0.5489, 0.6191, -0.3382], [-0.7063, -0.0320, 0.1335], [0.0028, 0.3539, 0.3288], [0.1327, -0.1602, 0.1059], [-0.0090, -0.0004, -0.0159], [0.0540, 0.1665, -0.0069], [-0.1748, -0.2051, -0.0674], [0.1433, -0.2197, -0.1240], [-0.0700, 0.1388, -0.0551], [0.1828, -0.1499, -0.0114], [-0.0895, 0.0738, 0.1744], [-0.3555, -0.4375, -0.0719], [-0.0548, -0.0002, -0.2404], [0.0268, 0.4259, -0.2192], [-0.2192, -0.0721, -0.1120], [-0.2169, 0.1314, 0.2299], [0.2947, 0.1043, 0.0278], [-0.0309, 0.0509, -0.1759], [0.1659, -0.1199, 0.0340], [-0.0414, 0.1406, 0.1697], [0.0511, 0.1518, -0.1922], [-0.2254, 0.2138, 0.1989], [-0.0608, -0.1361, 0.0422], [0.0699, 0.3620, -0.0465], [0.1394, -0.0802, -0.0241], [-0.2033, 0.1316, 0.1245], [0.2920, -0.1067, 0.1469], [0.0783, 0.0130, 0.2219], [0.1706, -0.0569, -0.1977], [-0.1189, -0.0642, -0.1235], [-0.1106, 0.2640, 0.1799], [-0.1174, -0.2426, -0.0649], [0.2642, 0.0149, -0.1875], [-0.1347, 0.2147, -0.0329], [0.1547, 0.0165, -0.1304], [-0.0118, -0.0769, 0.1541], [0.4245, -0.0544, 0.2859], [-0.0263, -0.1281, 0.1538], [-0.3056, -0.4296, 0.0177], [-0.0585, -0.0845, -0.1461], [-0.2560, 0.0955, 0.0088], [0.1278, -0.0372, 0.1487], [0.1199, 0.0106, -0.0893], [0.0354, -0.1265, 0.1045], [-0.1031, 0.1594, 0.0520], [0.3201, -0.0541, -0.1005], [-0.2343, 0.1686, 0.0326], [0.0136, -0.3064, -0.1824], [-0.0306, -0.0381, -0.1685], [0.3454, -0.0979, -0.2751], [0.0758, -0.1522, 0.1352], [-0.2260, -0.0566, 0.1153], [-0.1891, -0.0198, -0.3560]], "homo_lumo_gap_ev": 2.1, "e_homo_ev": -8.98, "mol_weight_g_mol": 821.036, "largest_force_ha_per_bohr": 0.0539, "e_tot_ev": -73250.9629, "charge": 1}

Repeat the first record exactly.
{"formula": "C3H6N4O", "method": "wB97M-V/def2-TZVPD", "species": ["C", "C", "C", "H", "H", "H", "H", "H", "H", "N", "N", "N", "N", "O"], "coordinates": [[0.761851, 0.024393, 0.450179], [-1.342633, 0.862504, 0.877203], [-1.133121, 0.441382, -0.618652], [0.870901, -1.547079, -1.322511], [3.096334, -0.937970, -1.455716], [1.753711, -1.712455, 1.482384], [-2.945517, 2.032156, 0.824502], [-1.566765, -0.572034, -0.873486], [-1.450916, 1.317710, -1.267922], [2.141296, -1.510602, -0.700147], [1.922264, -0.352987, 0.443411], [-0.145665, 0.302116, 1.516694], [-2.255659, 1.515857, 1.488797], [0.293919, 0.137008, -0.844734]], "forces_ev_per_angstrom": [[-11.4781, 3.2186, 2.0512], [2.2812, -1.1780, -0.1487], [-0.8422, 0.6839, -1.0102], [5.1885, 0.6503, 1.8579], [-4.3077, -2.0555, 2.5061], [0.6744, 4.0176, -1.9798], [1.4437, -1.6615, 1.2169], [-0.4554, 1.5384, 0.3351], [0.3768, -1.4785, 0.3262], [-0.0010, 3.2506, -2.7717], [8.0756, -9.5298, 1.6790], [1.7450, 0.0091, -3.7283], [-0.1886, 0.6304, -1.9514], [-2.5121, 1.9043, 1.6176]], "homo_lumo_gap_ev": 7.1, "e_homo_ev": -8.92, "mol_weight_g_mol": 114.108, "largest_force_ha_per_bohr": 0.2451, "e_tot_ev": -11205.9644, "de_lowest_ev": 10.812}